Molecular formula: C4H12N2O
Method: DFT, ωB97M-V with the def2-TZVPD basis set

Geometry as XYZ:
```
19
Properties=species:S:1:pos:R:3:mulliken_spin:R:1
C 0.3884 0.6845 1.9965 -0.02
C -0.5288 1.8283 -0.1723 0.05
C 0.3125 0.7096 0.4606 0.12
C -0.0864 -0.6883 -0.0338 1.31
N -0.6365 -1.8475 -2.1124 0.98
N -0.4108 -0.6419 -1.4378 0.15
O 1.0459 -1.6268 0.2387 0.01
H -0.5901 0.8764 2.3640 0.00
H 1.2180 1.1109 2.4356 -0.02
H 0.4896 -0.4455 2.3038 0.00
H -1.4404 2.0800 0.4850 0.00
H -1.0349 1.7472 -1.1107 -0.11
H 0.0859 2.7347 -0.2261 0.03
H 1.3986 0.9083 0.2235 -0.03
H -0.9196 -1.0744 0.5088 0.38
H 0.0806 -2.5023 -1.9031 -0.23
H -1.5054 -2.2849 -1.7209 -0.18
H 0.4033 -0.2293 -1.9974 -0.55
H 1.7302 -1.3389 -0.3018 0.13
```

For the largest force on an atom, the calculation gives 0.097 Eh/bohr. The energy above the lowest of the compared OMol25 structures with the same formula, charge and spin comes out at 3.6294 eV. The lowest unoccupied orbital energy (alpha / beta) is 0.82 / -3.85 eV. The calculation puts the HOMO energy (alpha / beta) at -3.1 / -11.5 eV. The multiplicity is 3.


Molecular formula: C4H12N2O
Method: DFT, ωB97M-V with the def2-TZVPD basis set

Geometry as XYZ:
```
19
Properties=species:S:1:pos:R:3:mulliken_spin:R:1
C -1.3548 -0.0400 -2.2214 0.07
C 0.0155 -0.6054 -1.6467 0.06
C 0.2068 -0.3920 -0.2092 0.30
C 0.2990 -1.4506 0.6748 0.20
N 0.6559 -1.3434 1.9450 0.25
N -1.5543 1.3599 -1.8469 0.04
H -2.1456 -0.5712 -1.6941 0.00
H -1.3932 -0.0186 -3.3055 0.00
H 0.2255 -1.6433 -1.8771 0.01
H 0.7646 0.0533 -2.0960 0.04
H 0.5311 0.5948 0.0852 0.01
H 0.0892 -2.4528 0.3094 0.01
H -0.0754 -1.4162 2.6585 0.02
H 0.9644 -0.3738 2.1227 -0.01
H -1.4928 1.5547 -0.8632 0.00
H -0.9682 1.9905 -2.3733 0.00
H 1.1217 1.9979 3.1798 0.00
H 2.4713 1.5418 3.7613 0.00
O 1.6395 1.2145 3.3969 0.00
```

As for the total charge: +1. For the largest force on an atom, the calculation gives 0.061 Eh/bohr. The energy above the lowest of the compared OMol25 structures with the same formula, charge and spin comes out at 1.0050 eV. The lowest unoccupied orbital energy (alpha / beta) is -3.76 / -7.53 eV. The calculation puts the HOMO energy (alpha / beta) at -13.2 / -13.1 eV. The multiplicity is 2.


Molecular formula: C4H12N2O2
Method: DFT, ωB97M-V with the def2-TZVPD basis set

Geometry as XYZ:
```
20
Properties=species:S:1:pos:R:3:mulliken_charge:R:1
C 1.7494 -0.0072 -0.2632 0.43
C 2.9107 -0.4521 0.5581 -1.09
N 1.5258 1.1425 -0.7216 -0.67
N -0.6066 0.1702 1.5291 -0.45
H 0.9913 -0.7602 -0.4618 0.30
H 2.2392 1.8389 -0.5098 0.18
H -0.2578 1.4356 -0.5576 0.46
H -0.7014 0.9320 2.1865 0.21
H -0.8052 -0.7053 1.9970 0.19
H 3.3171 -1.3837 0.1627 0.31
H 2.5537 -0.6497 1.5623 0.27
H 3.6888 0.3010 0.5968 0.34
C -2.3024 -0.8365 -1.4435 -0.75
C -1.5207 0.3603 0.4260 -0.11
O -1.4351 -0.8203 -0.3307 -0.34
O -1.2046 1.4898 -0.2851 -0.60
H -2.5793 0.5040 0.7459 0.47
H -2.0899 -1.7611 -1.9802 0.25
H -3.3526 -0.8247 -1.1176 0.30
H -2.1203 0.0262 -2.0934 0.31
```

For the largest force on an atom, the calculation gives 0.014 Eh/bohr. The energy above the lowest of the compared OMol25 structures with the same formula, charge and spin comes out at 1.9693 eV. The lowest unoccupied orbital energy is 1.00 eV. The calculation puts the HOMO energy at -9.6 eV. As for the structure (SMILES): CO[C@@H](N)O.[H]/N=C\C.